17
Properties=species:S:1:pos:R:3 method="wB97M-V/def2-TZVPD" gap_ev=9.2 relative_energy_kj_mol=662.1 total_charge=0 e_tot_ev=-9436.1803
C 1.102 0.502 0.109
C -0.943 0.992 -0.138
C 0.145 -1.526 -0.522
C -1.283 -0.384 -1.362
C 1.159 0.484 1.610
O 1.180 -0.667 -0.564
O -1.948 0.840 -1.113
H 1.735 1.240 -0.377
H -0.659 2.043 -0.100
H -1.279 0.659 0.843
H 0.300 -2.355 -1.204
H -0.242 -1.774 0.464
H -0.793 -0.325 -2.334
H -1.998 -1.208 -1.311
H 0.821 1.445 2.001
H 0.521 -0.288 2.038
H 2.184 0.322 1.961